Record 1
The following is a quantum chemistry calculation of a molecular structure, C21H12Cl5MnN5O2S, from the Open Molecules 2025 dataset.

The geometry in XYZ format:
```
47
Properties=species:S:1:pos:R:3
Mn -0.24 0.42 -0.14
N 0.81 1.83 -1.29
C 0.75 1.68 -2.77
C -0.59 1.14 -3.24
C -0.77 -0.33 -2.89
O -1.42 -1.05 -3.62
O -0.23 -0.71 -1.78
H 0.51 2.77 -1.03
H 1.78 1.79 -0.99
H 1.53 0.98 -3.05
H 0.98 2.63 -3.25
H -0.70 1.26 -4.31
H -1.41 1.71 -2.77
S -7.44 1.54 1.88
N -6.15 2.51 1.98
C -5.12 1.83 1.52
C -3.76 2.32 1.42
C -3.38 3.61 1.80
C -2.06 3.96 1.64
C -1.17 3.05 1.10
N -1.51 1.82 0.72
C -2.80 1.46 0.90
C -3.14 0.10 0.50
N -2.12 -0.63 0.06
C -2.37 -1.86 -0.39
C -3.64 -2.41 -0.38
C -4.70 -1.68 0.11
C -4.45 -0.38 0.56
C -5.46 0.51 1.09
N -6.74 0.23 1.23
H -4.11 4.29 2.21
H -1.70 4.94 1.93
H -0.13 3.31 0.98
H -1.52 -2.40 -0.79
H -3.78 -3.41 -0.76
H -5.70 -2.07 0.14
Cl -0.03 -1.95 1.81
C 0.78 -0.56 2.47
C 0.88 0.56 1.64
C 1.75 1.52 2.18
Cl 2.27 2.89 1.20
C 2.31 1.47 3.46
Cl 3.31 2.74 4.05
C 2.06 0.37 4.27
Cl 2.71 0.28 5.86
C 1.31 -0.68 3.75
Cl 1.06 -2.09 4.69
```

Computed properties:
HOMO (spin up / spin down), eV: -8.273 / -7.670
Spin multiplicity: 2
Expectation value of S²: 1.03
Total charge: 0

Record 2
The following is a quantum chemistry calculation of a molecular structure, C21H13Cl3FN7O9ReS in a non-equilibrium geometry, from the Open Molecules 2025 dataset.

The geometry in XYZ format:
```
56
Properties=species:S:1:pos:R:3
Re -0.51 1.24 1.43
S 1.34 2.42 1.46
C 2.53 1.11 1.48
N 3.80 1.44 1.54
N 4.77 0.58 1.44
C 4.79 -0.70 0.82
C 4.20 -0.89 -0.43
C 4.31 -2.12 -1.05
C 5.01 -3.15 -0.44
C 5.61 -2.95 0.79
C 5.50 -1.72 1.43
N 2.10 -0.16 1.48
N 0.82 -0.30 1.52
C 0.39 -1.65 1.42
C 1.03 -2.51 0.53
C 0.57 -3.81 0.41
C -0.50 -4.25 1.18
C -1.12 -3.38 2.08
C -0.68 -2.08 2.20
H 5.68 1.01 1.59
H 3.64 -0.09 -0.90
H 3.85 -2.26 -2.01
H 5.10 -4.11 -0.94
H 6.16 -3.75 1.27
H 5.95 -1.56 2.40
H 1.85 -2.15 -0.07
H 1.04 -4.49 -0.29
H -0.86 -5.26 1.09
H -1.95 -3.72 2.68
H -1.15 -1.39 2.89
O -5.96 3.84 -3.43
N -5.78 2.78 -2.86
O -6.48 1.80 -2.97
C -4.76 2.76 -1.81
C -4.57 1.62 -1.08
C -3.59 1.59 -0.10
C -2.75 2.71 0.19
O -1.87 2.78 1.11
C -3.01 3.85 -0.63
C -3.99 3.90 -1.59
N -2.15 5.03 -0.49
O -2.70 6.11 -0.51
O -0.96 4.84 -0.39
N -3.49 0.36 0.65
O -2.48 0.10 1.33
O -4.41 -0.41 0.61
H -5.18 0.74 -1.27
H -4.14 4.80 -2.17
F -1.01 1.11 3.24
Cl -2.08 -1.23 -1.90
C -0.85 -0.15 -2.58
Cl 0.13 -1.01 -3.75
Cl -1.63 1.24 -3.36
C 0.01 0.37 -1.40
O 1.19 0.19 -1.34
O -0.75 0.93 -0.51
```

Computed properties:
HOMO (spin up / spin down), eV: -8.532 / -8.978
Spin multiplicity: 2
Expectation value of S²: 0.88
Total charge: 0

Number 1: M 630.630 g mol⁻¹, calculated total energy -138286.1364 eV. Number 2: M 851.006 g mol⁻¹, calculated total energy -104088.2498 eV.